No. 1
Below is a 3-piece molecular cluster, C6H8N2O2 overall, with properties calculated with the ωB97M-V functional and the def2-TZVPD basis.

```
! RIJCOSX wB97M-V def2-TZVPD def2/J DEFGRID3
* xyz 0 1
C 0.68 -2.11 0.04
N -0.11 -1.01 -0.48
C -1.45 -0.85 -0.22
C -1.76 0.49 -0.43
O -2.29 1.31 0.52
C -0.73 0.96 -1.29
C 0.39 0.19 -0.94
C 1.64 0.75 -0.45
N 2.69 0.43 0.09
H 1.20 -1.82 0.96
H -0.01 -2.93 0.27
H 1.42 -2.44 -0.70
H -2.02 -1.62 0.29
H -3.01 0.86 0.96
H -0.70 1.96 -1.72
O 1.27 2.12 1.02
H 0.33 2.26 0.88
H 2.46 1.46 1.20
*
```

No. 2
Below is C6H8N2O2S as an isolated structure, with properties calculated with the ωB97M-V functional and the def2-TZVPD basis.

```
! RIJCOSX wB97M-V def2-TZVPD def2/J DEFGRID3
* xyz 0 1
C -3.12 -1.72 0.73
C -1.71 -1.41 0.40
C 0.03 0.80 -0.79
C 1.99 -0.58 -0.50
C 1.86 1.82 0.13
C 1.12 0.50 0.11
N -3.93 -0.73 0.62
N -1.68 -0.11 0.08
O -0.74 -2.13 0.42
O -0.21 1.21 -1.85
S -3.20 0.65 0.18
H -3.44 -2.59 1.16
H 2.88 -0.50 0.02
H 1.91 -0.28 -1.57
H 1.32 -1.53 -0.41
H 2.63 1.74 0.77
H 1.27 2.67 0.32
H 2.30 1.99 -0.85
H 0.72 0.18 1.02
*
```

No. 3
Below is C6H8N2O2S as an isolated structure, with properties calculated with the ωB97M-V functional and the def2-TZVPD basis.

```
! RIJCOSX wB97M-V def2-TZVPD def2/J DEFGRID3
* xyz 0 1
C 2.00 -1.16 -1.46
C 0.92 -1.98 -0.98
C -0.39 0.89 2.13
C 0.00 1.88 -0.08
C -2.25 0.79 0.52
C -0.83 1.10 0.94
N 2.79 -0.78 -0.49
N 1.03 -2.24 0.33
O 0.10 -2.62 -1.83
O 0.09 0.68 3.17
S 2.29 -1.42 0.89
H 1.91 -0.53 -2.31
H 0.27 1.13 -0.78
H 0.96 2.23 0.49
H -0.51 2.66 -0.58
H -2.18 0.29 -0.37
H -2.73 1.70 0.33
H -2.84 0.45 1.35
H -0.62 -3.08 -1.28
*
```

No. 4
Below is C6H8N2O2S as an isolated structure, with properties calculated with the ωB97M-V functional and the def2-TZVPD basis.

Computed properties:
<S²>: 2.02

```
! RIJCOSX wB97M-V def2-TZVPD def2/J DEFGRID3
* xyz 0 3
C 3.05 0.16 -0.54
C 1.92 0.90 -0.36
C 1.62 -1.17 0.28
C -1.17 0.79 -0.78
C -1.36 -0.81 0.99
C -0.35 0.42 0.46
N 2.85 -1.12 -0.13
N 0.99 0.04 0.18
O -3.50 0.78 0.58
O -3.18 -1.05 -1.03
S -2.62 -0.10 -0.12
H 4.00 0.48 -0.93
H 1.69 1.92 -0.55
H 1.14 -2.04 0.69
H -1.30 1.85 -0.97
H -0.81 0.29 -1.67
H -1.04 -1.78 0.65
H -1.56 -0.78 2.05
H -0.38 1.21 1.21
*
```

| no. | energy (Ha) | F_max (Eh/bohr) |
| --- | --- | --- |
| 1 | -493.16364 | 0.079 |
| 2 | -891.51129 | 0.095 |
| 3 | -891.53816 | 0.071 |
| 4 | -891.39069 | 0.133 |